Record 1
{"formula": "C20H48O20S4", "method": "ωB97M-V with the def2-TZVPD basis set", "symbols": ["C", "C", "C", "S", "O", "O", "C", "H", "H", "H", "H", "H", "H", "H", "H", "C", "C", "C", "S", "O", "O", "C", "H", "H", "H", "H", "H", "H", "H", "H", "C", "C", "O", "S", "O", "O", "O", "H", "H", "H", "H", "C", "C", "O", "S", "O", "O", "O", "H", "H", "H", "H", "C", "C", "O", "O", "H", "H", "H", "H", "H", "H", "C", "C", "O", "O", "H", "H", "H", "H", "H", "H", "C", "C", "O", "O", "H", "H", "H", "H", "H", "H", "C", "C", "O", "O", "H", "H", "H", "H", "H", "H"], "xyz": [[6.557, 5.039, -4.530], [5.579, 3.786, -4.673], [4.130, 4.319, -4.408], [4.074, 6.101, -4.883], [3.829, 6.982, -3.729], [3.330, 6.232, -6.173], [5.842, 6.211, -5.314], [7.559, 4.753, -4.852], [6.794, 5.281, -3.494], [5.847, 3.053, -3.913], [5.623, 3.276, -5.635], [3.710, 4.188, -3.411], [3.370, 3.970, -5.108], [6.171, 7.236, -5.143], [6.046, 6.096, -6.378], [-6.364, 1.890, 1.450], [-6.199, 1.825, -0.033], [-7.035, 0.592, -0.481], [-6.517, -0.725, 0.782], [-5.393, -1.415, 0.267], [-7.703, -1.420, 1.270], [-5.855, 0.535, 1.957], [-7.369, 2.203, 1.733], [-5.773, 2.667, 1.934], [-5.216, 1.659, -0.474], [-6.632, 2.683, -0.546], [-6.991, 0.191, -1.493], [-8.101, 0.802, -0.397], [-4.770, 0.630, 1.925], [-6.109, 0.253, 2.978], [0.115, -2.087, 9.389], [1.465, -1.669, 8.849], [1.222, -1.412, 7.454], [-0.108, -2.283, 6.902], [0.204, -3.315, 5.930], [-1.227, -1.381, 6.607], [-0.321, -2.965, 8.409], [-0.449, -1.169, 9.550], [0.308, -2.518, 10.371], [2.157, -2.466, 9.122], [1.839, -0.694, 9.158], [-0.463, -6.541, -1.461], [0.495, -7.220, -2.425], [1.523, -7.635, -1.543], [1.021, -8.167, -0.033], [2.128, -8.150, 0.903], [0.162, -9.376, -0.094], [0.103, -6.751, -0.101], [-1.457, -6.977, -1.560], [-0.588, -5.459, -1.486], [0.942, -6.327, -2.863], [0.011, -7.861, -3.162], [-2.563, -1.155, -6.272], [-1.728, -1.169, -7.568], [-2.617, -1.007, -8.734], [-2.468, 0.142, -5.688], [-2.320, -1.915, -5.529], [-3.599, -1.383, -6.521], [-1.162, -2.084, -7.746], [-0.915, -0.447, -7.486], [-3.200, -0.267, -8.555], [-1.831, 0.096, -4.971], [0.649, 0.773, 0.716], [-0.216, -0.197, -0.150], [0.313, -0.340, -1.474], [0.633, 2.122, 0.226], [1.710, 0.544, 0.824], [0.162, 0.667, 1.686], [-1.242, 0.141, -0.296], [-0.381, -1.200, 0.244], [1.269, -0.263, -1.430], [-0.007, 2.626, 0.735], [5.596, -3.822, -0.240], [5.193, -3.012, -1.497], [4.792, -1.663, -1.189], [6.059, -5.071, -0.751], [4.747, -3.870, 0.442], [6.362, -3.324, 0.354], [4.326, -3.505, -1.936], [5.945, -3.102, -2.281], [5.521, -1.188, -0.783], [6.226, -5.665, -0.015], [-2.654, 5.816, 5.318], [-2.418, 4.301, 5.675], [-3.190, 3.978, 6.817], [-2.239, 6.734, 6.390], [-3.674, 5.995, 4.977], [-2.012, 6.042, 4.467], [-1.383, 4.157, 5.985], [-2.666, 3.565, 4.910], [-3.513, 4.769, 7.254], [-3.020, 6.706, 6.947]], "orbital_gap_ev": 10.1602, "homo_energy_ev": -10.21, "de_lowest_kcal_mol": 78.7, "molar_mass_da": 736.85, "multiplicity": 1, "lumo_energy_ev": -0.055}

Record 2
{"formula": "C5H33N2O11", "method": "ωB97M-V with the def2-TZVPD basis set", "symbols": ["N", "C", "C", "N", "C", "C", "C", "O", "H", "H", "H", "H", "H", "H", "H", "H", "H", "H", "H", "H", "H", "H", "H", "O", "H", "H", "O", "H", "H", "O", "H", "H", "O", "H", "H", "O", "H", "H", "O", "H", "H", "O", "H", "H", "O", "H", "H", "O", "H", "H", "O"], "xyz": [[1.195, 2.602, 1.437], [2.331, 1.692, 1.615], [2.443, 0.783, 0.361], [1.344, -0.150, -0.012], [0.700, -0.600, 1.207], [1.890, -1.332, -0.835], [0.774, -2.068, -1.514], [0.113, -3.066, -0.691], [0.726, 2.491, 0.525], [0.502, 2.295, 2.090], [2.377, 1.097, 2.606], [3.275, 2.172, 1.631], [3.303, 0.130, 0.483], [2.641, 1.472, -0.482], [-0.152, 0.039, 1.624], [1.312, -0.735, 2.123], [0.104, -1.505, 0.917], [2.585, -0.915, -1.660], [2.370, -1.877, -0.016], [1.219, -2.628, -2.374], [-0.003, -1.402, -1.918], [0.719, 1.626, -3.341], [-0.430, 2.251, -3.695], [0.496, 2.468, -3.817], [1.722, -4.504, 1.013], [0.723, -3.244, 1.119], [1.335, -3.883, 1.593], [-1.786, -0.330, -0.773], [-0.741, 0.760, -0.228], [-1.438, 0.624, -0.903], [1.569, 3.888, -1.506], [1.813, 3.423, -2.899], [2.184, 3.937, -2.195], [-2.313, 0.792, -3.914], [-1.915, 1.152, -2.448], [-1.984, 1.524, -3.324], [1.686, -2.355, 4.510], [1.833, -2.370, 3.095], [2.377, -2.190, 3.894], [-3.312, -1.513, 0.526], [-4.618, -0.801, 0.078], [-4.155, -1.100, 0.861], [-3.104, 0.003, 1.890], [-3.967, 0.996, 2.763], [-3.082, 0.848, 2.379], [-2.761, 1.552, -0.599], [-3.327, 2.412, 0.643], [-3.361, 2.269, -0.330], [-0.820, -2.591, -0.333], [-2.390, -2.276, -0.956], [-2.002, -1.861, -0.218]], "orbital_gap_ev": 8.8936, "homo_energy_ev": -6.11, "de_lowest_kcal_mol": 65.0, "molar_mass_da": 297.32, "multiplicity": 1, "charge": -1, "lumo_energy_ev": 2.787}

Record 3
{"formula": "C9H14O", "method": "ωB97M-V with the def2-TZVPD basis set", "symbols": ["C", "C", "H", "H", "H", "H", "H", "H", "C", "C", "C", "C", "C", "C", "C", "O", "H", "H", "H", "H", "H", "H", "H", "H"], "xyz": [[1.703, 0.619, 2.867], [2.789, 0.403, 3.958], [1.204, -0.185, 2.465], [1.088, 1.404, 3.366], [2.117, 1.001, 1.937], [2.344, 0.590, 4.915], [3.391, 1.346, 4.032], [3.432, -0.404, 3.732], [-1.470, -2.841, -0.545], [-0.240, 1.139, -1.307], [-0.548, 0.401, -2.422], [-0.547, 0.633, 0.036], [-1.062, -0.923, -2.209], [-0.949, -0.601, 0.158], [-1.140, -1.480, -0.947], [0.370, 2.371, -1.230], [-0.651, 0.885, -3.366], [0.275, 3.034, -1.999], [-0.293, 1.329, 0.892], [-1.194, -1.383, -3.143], [-1.283, -0.912, 1.142], [-1.234, -3.473, -1.501], [-2.577, -3.042, -0.379], [-0.790, -3.253, 0.206]], "orbital_gap_ev": 9.0364, "homo_energy_ev": -8.26, "de_lowest_kcal_mol": 46.0, "molar_mass_da": 138.21, "multiplicity": 1, "lumo_energy_ev": 0.781}

Record 4
{"formula": "C22H29AsFN2O6V", "method": "ωB97M-V with the def2-TZVPD basis set", "symbols": ["V", "C", "C", "C", "C", "C", "C", "C", "F", "C", "C", "C", "O", "C", "C", "N", "C", "C", "O", "O", "H", "H", "H", "H", "H", "H", "H", "H", "H", "H", "H", "O", "C", "O", "C", "N", "C", "C", "C", "H", "H", "H", "H", "H", "H", "H", "H", "H", "C", "As", "C", "C", "O", "H", "H", "H", "H", "H", "H", "H", "H", "H"], "xyz": [[1.058, 0.193, 0.517], [-4.251, -3.815, 3.765], [-3.007, -3.627, 4.610], [-3.323, -3.175, 6.024], [-2.057, -3.142, 6.860], [-0.995, -2.319, 6.186], [0.031, -1.765, 6.914], [1.005, -0.973, 6.300], [1.974, -0.471, 7.050], [0.977, -0.693, 4.965], [-0.060, -1.244, 4.195], [-0.143, -0.977, 2.799], [0.776, -0.165, 2.270], [-1.172, -1.532, 2.067], [-2.097, -2.357, 2.717], [-2.038, -2.631, 3.999], [-1.037, -2.071, 4.796], [-1.369, -1.353, 0.608], [-2.190, -1.905, -0.041], [-0.474, -0.473, 0.019], [-4.924, -4.469, 4.317], [-4.060, -4.306, 2.811], [-4.773, -2.871, 3.597], [-2.443, -4.563, 4.652], [-4.040, -3.874, 6.452], [-3.806, -2.194, 5.997], [-1.683, -4.159, 7.007], [-2.252, -2.736, 7.852], [0.092, -1.926, 7.984], [1.733, -0.066, 4.518], [-2.887, -2.807, 2.135], [0.127, 2.087, 0.654], [1.259, 2.619, 0.849], [2.267, 1.866, 0.792], [1.405, 4.097, 1.111], [0.032, 4.730, 1.166], [0.079, 5.994, 0.325], [1.056, 5.614, -0.770], [2.151, 4.847, -0.021], [1.898, 4.226, 2.073], [-0.266, 4.924, 2.122], [-0.640, 4.058, 0.776], [0.462, 6.788, 0.963], [-0.927, 6.239, -0.002], [1.444, 6.494, -1.278], [0.567, 4.987, -1.517], [2.876, 5.529, 0.419], [2.697, 4.155, -0.658], [3.322, -3.223, -1.364], [3.638, -1.356, -1.202], [3.331, -0.432, -2.836], [5.322, -0.936, -0.407], [2.420, -0.775, -0.080], [4.010, -3.620, -2.112], [2.294, -3.384, -1.686], [3.508, -3.699, -0.403], [4.072, -0.770, -3.563], [3.450, 0.637, -2.672], [2.332, -0.666, -3.201], [5.849, -1.860, -0.177], [5.133, -0.375, 0.506], [5.907, -0.337, -1.103]], "orbital_gap_ev": [6.4409, 6.9788], "homo_energy_ev": [-16.58, -16.58], "de_lowest_kcal_mol": 0.0, "molar_mass_da": 562.35, "multiplicity": 2, "s_squared": 0.76, "charge": 3, "lumo_energy_ev": [-10.136, -9.600]}